The following is a quantum chemistry calculation of C61H49BF3N6OS3SbTa as an isolated structure, from the Open Molecules 2025 dataset.

XYZ file:
```
126
Properties=species:S:1:pos:R:3:mulliken_charge:R:1
Ta 0.069 0.753 -0.181 -0.619
C 1.500 5.668 -1.853 -1.474
C 1.119 4.695 -0.794 0.645
C 1.087 4.899 0.576 -1.239
C 0.661 3.717 1.158 -0.985
N 0.453 2.795 0.171 0.346
N 0.729 3.437 -1.044 0.911
B 0.601 2.774 -2.443 -1.162
N -0.863 2.308 -2.607 0.475
N -1.390 1.624 -1.535 1.072
C -2.734 1.743 -1.607 -0.902
C -3.069 2.444 -2.755 -1.061
C -1.867 2.804 -3.353 0.601
C -1.638 3.624 -4.572 -1.510
C -3.562 1.316 -0.486 0.093
C -2.983 1.268 0.784 0.915
C -3.721 0.887 1.894 -0.551
C -5.066 0.578 1.737 -0.807
C -5.659 0.664 0.482 -1.029
C -4.916 1.028 -0.627 -0.412
N 1.544 1.526 -2.498 0.747
N 1.627 0.647 -1.427 0.890
C 2.730 -0.166 -1.622 -0.240
C 3.309 0.217 -2.807 -0.915
C 2.559 1.282 -3.326 0.524
C 2.806 2.058 -4.566 -1.499
C 3.211 -1.313 -0.836 1.580
C 3.561 -1.356 0.520 -0.539
C 4.232 -2.489 0.984 -0.519
C 4.509 -3.575 0.178 -1.225
C 4.111 -3.555 -1.153 -1.095
C 3.491 -2.429 -1.648 -1.263
C 0.454 3.545 2.597 1.710
C -0.556 2.753 3.136 1.114
C -0.827 2.792 4.493 -0.642
C -0.065 3.584 5.337 -0.690
C 0.981 4.337 4.819 -1.132
C 1.231 4.328 3.460 -0.958
H 1.791 6.609 -1.393 0.475
H 0.666 5.861 -2.528 0.268
H 2.339 5.300 -2.444 0.288
H 1.292 5.828 1.080 0.744
H 0.896 3.543 -3.292 0.010
H -4.057 2.716 -3.088 0.717
H -2.568 3.735 -5.122 0.474
H -0.899 3.164 -5.227 0.306
H -1.282 4.621 -4.306 0.255
H -1.991 1.705 0.922 0.732
H -3.273 0.887 2.881 0.437
H -5.663 0.303 2.596 0.505
H -6.712 0.439 0.371 0.494
H -5.377 1.055 -1.607 0.534
H 4.206 -0.200 -3.236 0.744
H 3.573 1.566 -5.159 0.545
H 3.151 3.065 -4.327 0.263
H 1.899 2.146 -5.163 0.243
H 3.910 -0.537 2.408 1.466
H 4.541 -2.512 2.022 0.507
H 5.032 -4.430 0.584 0.521
H 4.308 -4.395 -1.804 0.565
H 3.200 -2.404 -2.691 0.741
H -1.185 2.142 2.504 -0.376
H -1.644 2.208 4.896 0.535
H -0.284 3.615 6.396 0.462
H 1.589 4.947 5.473 0.464
H 2.039 4.931 3.068 0.521
F -2.854 -5.545 4.036 -0.343
C -2.568 -4.711 3.044 0.027
C -2.408 -5.221 1.766 -0.657
C -2.101 -4.348 0.738 -0.920
C -1.950 -2.987 0.998 0.728
C -2.142 -2.497 2.286 0.219
C -2.451 -3.360 3.324 -0.535
Sb -1.613 -1.638 -0.563 0.957
C -0.307 -2.409 -2.053 1.524
C -0.040 -1.544 -3.116 -0.435
C 0.764 -1.937 -4.175 -0.672
C 1.298 -3.214 -4.153 -0.248
F 2.081 -3.596 -5.157 -0.400
C 1.052 -4.099 -3.116 -0.871
C 0.248 -3.688 -2.067 -0.692
C -3.450 -1.688 -1.587 1.147
C -3.561 -1.286 -2.915 -0.413
C -4.772 -1.393 -3.578 -0.792
C -5.858 -1.918 -2.894 0.086
F -7.020 -2.024 -3.526 -0.324
C -5.769 -2.341 -1.578 -0.840
C -4.553 -2.222 -0.926 -0.751
H -2.532 -6.282 1.594 0.516
H -2.010 -4.742 -0.267 0.552
H -2.063 -1.434 2.489 -0.190
H -2.607 -3.010 4.336 0.536
H -0.476 -0.548 -3.148 0.128
H 0.968 -1.288 -5.017 0.675
H 1.485 -5.090 -3.149 0.604
H 0.069 -4.377 -1.251 0.175
H -2.708 -0.894 -3.458 0.285
H -4.885 -1.099 -4.613 0.527
H -6.639 -2.762 -1.091 0.554
H -4.480 -2.552 0.104 0.602
O 0.848 -0.075 1.217 -0.424
C 1.801 -0.704 2.215 0.769
C 1.572 -0.115 3.576 -0.006
C 0.442 -0.270 4.332 -0.190
C 0.616 0.145 5.673 -0.885
C 1.877 0.604 5.911 -0.757
S 2.854 0.545 4.519 -0.137
C 1.483 -2.174 2.224 1.103
C 1.214 -3.007 1.175 1.338
C 1.109 -4.363 1.560 -1.467
C 1.331 -4.538 2.894 -0.975
S 1.629 -3.065 3.690 -0.205
C 3.200 -0.346 1.596 -0.184
C 3.286 1.129 1.305 -0.198
C 4.210 1.816 0.623 -0.512
C 5.457 1.346 0.024 -0.481
S 6.337 0.098 0.535 -0.122
H -0.461 -0.732 3.954 0.558
H -0.148 0.090 6.436 0.528
H 2.288 0.970 6.839 0.542
H 1.142 -2.674 0.148 -0.599
H 0.910 -5.179 0.879 0.528
H 1.325 -5.461 3.453 0.527
H 2.504 1.725 1.765 0.081
H 4.039 2.887 0.525 0.474
H 5.833 1.973 -0.785 0.344
```

The calculation puts the orbital gap at 5.07 eV. The calculation puts the energy above the lowest of the compared OMol25 structures with the same formula, charge and spin at 114.6 kJ/mol. For the strongest force on any atom, the calculation gives 0.015 hartree/bohr. The calculation puts the HOMO energy at -14.76 eV. The net charge is +3. The value obtained for the electronic energy is -4573.18738 hartree.

=====

The following is a quantum chemistry calculation of C32H36BaN4OPSSe2Si as an isolated structure in a non-equilibrium geometry, from the Open Molecules 2025 dataset.

XYZ file:
```
79
Properties=species:S:1:pos:R:3:lowdin_spin:R:1
Ba 0.263 -0.200 -0.840 0.005
N 1.062 -2.228 -2.596 0.011
C 2.452 -2.492 -2.557 0.071
C 3.090 -3.202 -3.575 0.054
C 4.467 -3.390 -3.550 0.038
C 5.223 -2.876 -2.510 0.071
C 4.614 -2.149 -1.466 0.020
C 5.330 -1.585 -0.381 0.247
C 4.622 -0.878 0.607 0.087
C 3.262 -0.734 0.497 0.133
N 2.535 -1.240 -0.528 0.186
C 3.199 -1.956 -1.489 0.032
H 0.608 -2.729 -3.346 0.001
H 0.605 -2.502 -1.717 0.001
H 2.506 -3.600 -4.400 0.006
H 4.946 -3.953 -4.345 0.002
H 6.299 -3.017 -2.490 0.002
H 6.407 -1.698 -0.330 0.018
H 5.143 -0.431 1.446 0.001
H 2.691 -0.188 1.246 0.007
C -2.863 0.238 -3.478 0.000
C -2.844 -1.098 -2.787 0.000
C -3.819 -2.051 -3.030 0.000
C -3.737 -3.261 -2.331 0.000
C -2.727 -3.467 -1.432 0.000
C -1.761 -2.437 -1.199 0.001
N -1.850 -1.287 -1.919 0.000
N -0.740 -2.515 -0.346 0.002
Si -0.523 -3.632 0.918 0.000
C 0.929 -3.034 1.952 0.002
C -0.083 -5.386 0.311 0.000
C -2.052 -3.686 2.045 0.000
H -3.609 0.263 -4.272 0.000
H -1.876 0.462 -3.886 0.000
H -3.093 1.018 -2.748 0.000
H -4.621 -1.859 -3.731 0.000
H -4.481 -4.033 -2.503 0.000
H -2.638 -4.397 -0.886 0.000
H 1.854 -3.031 1.373 0.001
H 1.080 -3.659 2.838 0.000
H 0.747 -2.011 2.295 0.000
H 0.728 -5.308 -0.418 0.000
H -0.922 -5.886 -0.182 0.000
H 0.260 -6.034 1.123 0.000
H -2.197 -2.683 2.454 0.000
H -1.955 -4.386 2.880 0.000
H -2.953 -3.946 1.485 0.000
Se -2.522 2.814 -0.115 0.000
P -1.393 2.736 1.708 0.000
Se -0.387 0.920 2.304 0.000
C -0.196 4.118 1.678 0.000
C 1.166 3.901 1.536 0.000
C 2.037 4.981 1.497 0.000
C 1.550 6.276 1.598 0.000
C 0.183 6.496 1.723 0.000
C -0.688 5.421 1.755 0.000
C -2.479 3.176 3.111 0.000
C -1.920 3.640 4.303 0.000
C -2.727 3.902 5.396 0.000
C -4.098 3.691 5.324 0.000
C -4.656 3.212 4.145 0.000
C -3.850 2.955 3.047 0.000
H 1.539 2.889 1.435 0.000
H 3.099 4.810 1.375 0.000
H 2.232 7.118 1.565 0.000
H -0.203 7.507 1.786 0.000
H -1.758 5.577 1.831 0.000
H -0.848 3.788 4.359 0.000
H -2.290 4.271 6.317 0.000
H -4.728 3.892 6.183 0.000
H -5.724 3.040 4.085 0.000
H -4.275 2.590 2.120 0.000
C 1.082 1.831 -3.881 0.000
O 0.943 1.375 -2.529 0.001
H 2.106 2.146 -4.063 0.000
H 0.422 2.681 -4.057 0.000
H 0.804 0.989 -4.515 0.000
S 2.458 3.382 -1.754 0.000
C 1.544 2.024 -1.471 0.000
```

The calculation puts the orbital gap (alpha / beta) at 3.60 / 5.64 eV. The calculation puts the energy above the lowest of the compared OMol25 structures with the same formula, charge and spin at 51.4 kJ/mol. For the strongest force on any atom, the calculation gives 0.050 hartree/bohr. The calculation puts the HOMO energy (alpha / beta) at 0.51 / -1.55 eV. Its multiplicity is 2. The net charge is -2. The value obtained for the electronic energy is -7392.84744 hartree.

=====

The following is a quantum chemistry calculation of C19H22ClN2OReS4 as an isolated structure in a non-equilibrium geometry, from the Open Molecules 2025 dataset.

XYZ file:
```
50
Properties=species:S:1:pos:R:3:lowdin_spin:R:1
Re -0.274 -1.130 2.332 0.812
C 2.049 -2.870 0.742 0.001
C 1.300 -2.993 2.044 0.007
C 1.664 -2.220 3.166 0.021
C 1.098 -2.472 4.429 0.002
C 0.161 -3.479 4.584 0.003
C -0.232 -4.232 3.477 0.030
C 0.317 -3.988 2.231 0.011
H 3.030 -3.338 0.842 0.000
H 2.205 -1.828 0.470 0.000
H 1.513 -3.371 -0.063 0.000
H 2.465 -1.496 3.061 0.003
H 1.410 -1.877 5.277 0.000
H -0.264 -3.677 5.558 0.000
H -0.972 -5.013 3.590 0.001
H 0.018 -4.590 1.382 0.000
S -3.971 -1.555 -0.152 -0.018
C -2.648 -1.492 0.719 0.012
S -2.493 -1.261 2.485 0.018
S -0.966 -1.511 0.190 0.005
C -2.043 0.641 -3.738 0.000
C -2.197 2.142 -3.505 0.000
C -2.601 2.488 -2.081 0.000
N -1.515 2.140 -1.170 0.001
C -1.619 2.223 0.152 0.000
S -2.939 2.734 0.980 -0.001
N -0.508 1.761 0.920 0.005
C 0.633 1.145 0.552 0.005
O 1.089 0.182 1.222 0.039
C 1.395 1.626 -0.612 0.000
C 1.461 2.990 -0.894 0.001
C 2.166 3.422 -2.003 0.000
C 2.793 2.496 -2.830 0.001
C 2.749 1.139 -2.534 0.000
C 2.062 0.702 -1.415 0.001
H -1.685 0.438 -4.747 0.000
H -3.002 0.133 -3.616 0.000
H -1.339 0.182 -3.038 0.000
H -2.961 2.539 -4.174 0.000
H -1.266 2.664 -3.751 0.000
H -3.494 1.936 -1.782 0.000
H -2.826 3.551 -1.977 0.000
H -0.656 1.825 -1.590 0.000
H -0.764 1.667 1.897 0.003
H 0.977 3.703 -0.237 0.000
H 2.229 4.479 -2.224 0.000
H 3.319 2.835 -3.712 0.000
H 3.255 0.427 -3.171 0.000
H 2.016 -0.350 -1.168 0.000
Cl -0.140 0.533 3.883 0.036
```

The calculation puts the orbital gap (alpha / beta) at 6.08 / 6.36 eV. The calculation puts the energy above the lowest of the compared OMol25 structures with the same formula, charge and spin at 53.3 kJ/mol. For the strongest force on any atom, the calculation gives 0.024 hartree/bohr. The calculation puts the HOMO energy (alpha / beta) at -11.22 / -11.22 eV. Its multiplicity is 2. The net charge is +1. The value obtained for the electronic energy is -3052.99602 hartree.

=====

The following is a quantum chemistry calculation of C10H17N2P as an isolated structure, from the Open Molecules 2025 dataset.

XYZ file:
```
30
Properties=species:S:1:pos:R:3:mulliken_charge:R:1
C 1.431 -0.003 1.892 -0.483
C 1.756 1.133 1.164 -0.856
C 1.297 -1.220 1.259 -0.382
C 1.980 1.047 -0.202 0.544
C 1.825 -0.185 -0.829 -0.304
C -3.655 0.074 -0.033 -0.415
C -2.676 -1.113 -0.086 -0.652
C 1.466 -1.317 -0.118 1.048
C 2.394 2.250 -0.999 -1.570
C 1.249 -2.628 -0.808 -1.517
N -2.811 1.248 -0.248 -0.363
N -1.352 -0.688 0.384 -0.183
P -1.272 0.872 0.285 0.235
H 1.288 0.069 2.962 0.361
H 1.863 2.085 1.666 0.351
H 1.035 -2.099 1.827 0.370
H -0.944 1.563 1.452 -0.002
H 1.984 -0.255 -1.896 0.293
H -4.406 0.013 -0.823 0.313
H -4.168 0.101 0.935 0.285
H -3.016 -1.927 0.560 0.345
H -2.609 -1.500 -1.107 0.244
H 1.813 2.327 -1.916 0.350
H 3.445 2.168 -1.280 0.400
H 2.267 3.164 -0.423 0.376
H 0.191 -2.882 -0.764 0.250
H 1.806 -3.423 -0.314 0.354
H 1.552 -2.579 -1.851 0.376
H -3.234 2.142 -0.040 0.261
H -0.498 1.561 -0.649 -0.026
```

The calculation puts the orbital gap at 8.86 eV. The calculation puts the energy above the lowest of the compared OMol25 structures with the same formula, charge and spin at 84.3 kJ/mol. For the strongest force on any atom, the calculation gives 0.016 hartree/bohr. The calculation puts the HOMO energy at -8.06 eV. The net charge is 0. The value obtained for the electronic energy is -842.06274 hartree.

=====

The lowest net charge belongs to which entry?
C32H36BaN4OPSSe2Si

=====

net charge of number 2 (C32H36BaN4OPSSe2Si)?
-2

=====

Which of these has the highest net charge?
C61H49BF3N6OS3SbTa